A structure of composition C25H45CoN2P3SSe. Source: the Open Molecules 2025 dataset; level of theory: the ωB97M-V functional and the def2-TZVPD basis.

Results
LUMO (alpha / beta) = -7.33 / -9.55 eV
Energy relative to the best compared isomer or geometry (same formula, charge and spin) = 15.8 kcal/mol
Net charge = +3
E_HOMO (alpha / beta) = -14.61 / -16.01 eV
Spin multiplicity = 5

CARTESIAN COORDINATES (ANGSTROEM)
Co (-0.212, 0.685, -0.414)
P (-1.405, 1.314, -1.943)
P (-0.404, -1.480, -0.409)
P (3.533, -0.736, -3.177)
H (3.561, 3.383, -0.802)
C (3.034, 2.556, -1.277)
C (1.566, 2.800, -1.361)
H (1.200, 3.665, -0.782)
C (-2.676, 2.358, -1.155)
C (-2.331, 0.083, -2.943)
C (-0.868, 2.356, -3.348)
C (0.836, -2.202, 0.763)
C (-2.022, -2.097, 0.248)
C (-0.234, -2.655, -1.808)
C (4.897, -0.287, -4.313)
C (1.870, -0.533, -3.890)
C (3.713, -2.222, -2.166)
H (3.588, 2.225, -2.170)
H (1.334, 2.850, -2.435)
H (-2.169, 3.154, -0.602)
H (-3.270, 1.760, -0.458)
H (-3.322, 2.796, -1.917)
H (-2.793, -0.687, -2.319)
H (-1.646, -0.405, -3.650)
H (-3.117, 0.588, -3.521)
H (-0.265, 3.187, -2.978)
H (-1.722, 2.795, -3.880)
H (-0.268, 1.757, -4.047)
H (0.572, -3.261, 0.943)
H (0.849, -1.646, 1.718)
H (1.839, -2.141, 0.302)
H (-2.179, -3.118, -0.140)
H (-2.849, -1.456, -0.096)
H (-2.018, -2.110, 1.348)
H (-0.534, -3.645, -1.438)
H (0.800, -2.709, -2.170)
H (-0.902, -2.379, -2.630)
H (5.040, -1.037, -5.123)
H (5.837, -0.158, -3.748)
H (4.649, 0.670, -4.795)
H (1.788, -1.121, -4.824)
H (1.680, 0.531, -4.120)
H (1.074, -0.878, -3.204)
H (4.379, -2.946, -2.660)
H (2.741, -2.695, -1.967)
H (4.172, -1.932, -1.205)
C (3.032, 1.375, 1.240)
C (4.111, 0.512, 1.539)
C (4.429, 0.264, 2.890)
C (3.900, 1.103, 3.900)
C (3.063, 2.149, 3.526)
C (2.581, 2.256, 2.212)
S (2.272, 1.159, -0.340)
H (3.674, 0.242, -2.164)
H (4.574, -0.029, 0.699)
H (5.061, -0.581, 3.159)
H (4.121, 0.913, 4.941)
H (2.679, 2.820, 4.285)
H (1.811, 3.016, 1.942)
C (-1.534, -1.462, 4.088)
N (-2.431, -0.506, 3.463)
C (-2.120, 0.467, 2.547)
Se (-0.437, 0.962, 1.841)
N (-3.305, 1.047, 2.233)
C (-4.381, 0.398, 2.830)
C (-5.722, 0.402, 2.468)
C (-6.535, -0.548, 3.102)
C (-5.985, -1.503, 3.977)
C (-4.612, -1.539, 4.257)
C (-3.824, -0.561, 3.657)
H (-1.954, -1.729, 5.057)
H (-0.558, -1.005, 4.241)
H (-1.419, -2.385, 3.505)
H (-3.365, 1.798, 1.581)
H (-6.073, 1.120, 1.714)
H (-7.601, -0.589, 2.854)
H (-6.648, -2.247, 4.427)
H (-4.149, -2.292, 4.892)